Entry 1:
Below is 5 unconnected molecules or ions with the total composition C19H39NO5 in a non-equilibrium geometry, with properties calculated with ωB97M-V/def2-TZVPD.

Its orbital gap is 10.0 eV. The total energy comes out at -32058.9181 eV. Its SMILES is CNC(C)=O.C1CCOC1.C1CCOC1.C1CCOC1.C1CCOC1.

Last column: Mulliken charge in e.
Atoms and positions in Å:
C -0.66318 -0.13269 -0.06321  -0.20
H -4.55711 -0.52708 0.18115  0.33
H 1.83382 -0.63345 0.59705  0.28
H -0.86042 -1.42489 -1.83568  0.17
O 0.87666 -1.59321 -0.96380  -0.45
H -2.70391 -1.37806 4.81616  0.33
N 2.04352 4.63357 -0.44855  -0.11
H -0.58031 -0.98501 4.37358  0.22
O -5.03664 -2.61968 0.30089  -0.48
H 2.00307 3.49181 1.29089  0.32
O 4.81302 1.25793 -4.06892  -0.46
C -0.69194 -2.04266 4.61237  -0.09
C 1.08509 -1.41529 0.46961  -0.57
H -3.32843 -1.22914 -2.13422  0.24
H -5.07527 -1.25297 -2.20872  0.32
H -3.22618 -3.52698 -1.62512  0.24
H -0.35913 -0.54425 1.90425  0.11
C 4.30862 2.15428 -3.08150  -0.45
C 2.78169 2.19025 -3.31629  0.43
C 3.86654 0.24779 -4.33256  -0.44
H -1.72690 0.09281 -0.13902  0.37
C 3.14523 6.18623 -1.62207  -1.01
H 2.17339 1.52481 -5.16234  0.25
H 0.16054 -0.05354 -2.13304  0.05
H 2.30720 1.99415 -2.35478  -0.57
H 0.09722 -1.70173 6.62753  0.25
H -0.13193 0.77669 0.21772  -0.12
C 3.16821 5.31191 -0.43956  0.74
H 2.61832 3.15841 -3.78965  0.38
H -6.27968 -3.81045 -0.97115  0.30
H 1.23694 5.03434 -0.90563  0.25
C -5.24206 -3.70049 -0.65595  -0.44
H 3.98448 -0.57705 -3.62983  0.25
H 2.23539 6.75808 -1.80453  0.37
C 0.01559 -2.41356 5.80610  -0.54
H -4.70167 -3.67131 -2.69458  0.39
H 1.50101 -2.30208 0.94784  0.34
H 3.35631 5.54622 -2.47877  0.14
O -0.86332 -3.41648 6.33380  -0.44
C 2.52072 1.04591 -4.24685  -0.49
C -2.23270 -3.08762 6.18696  -0.39
H -2.69829 -4.07170 6.13305  0.23
H 4.03698 -0.28709 -5.26688  0.32
C -4.21517 -1.70181 -1.71187  -0.53
H -0.91600 -2.02035 1.01780  0.25
H -4.88325 -4.67004 -0.31052  0.27
C -0.14798 -0.75342 -1.35645  -0.07
C -2.15330 -2.31644 4.75006  -0.45
H 2.09355 2.53042 -0.22332  0.11
H -2.64750 -2.54396 7.03577  0.26
H 1.64086 0.46557 -3.96910  0.23
H -3.21987 -1.69261 0.13941  -0.23
O 4.15227 5.01678 0.24058  -0.67
H 1.06830 -2.61319 5.60597  0.34
H 3.93322 6.90800 -1.40706  0.33
H 4.68756 3.16914 -3.20222  0.21
C 1.65774 3.40441 0.26074  -0.85
H -2.43206 -2.95220 3.90970  0.23
C -4.24847 -1.51095 -0.17218  0.17
C -0.30281 -1.11996 0.98040  -0.17
H 0.57427 3.33803 0.16173  0.36
C -4.26647 -3.24644 -1.79004  -0.58
H 4.65694 1.79568 -2.11290  0.35
H -0.24204 -2.49317 3.72764  0.06

Atoms 1-3, force components in eV/Å:
-1.48 0.82 -1.32
-0.52 -0.33 0.12
-0.24 0.40 0.28

Entry 2:
Below is 2 unconnected molecules or ions with the total composition C2Cl3NS2 in a non-equilibrium geometry, with properties calculated with ωB97M-V/def2-TZVPD.

Its orbital gap (alpha / beta) is 6.9 / 6.9 eV. The total energy comes out at -62799.1654 eV.

Last column: Mulliken charge in e.
Atoms and positions in Å:
S -0.56734 -1.42725 -0.83364  0.07
C -1.25094 -0.14408 0.04410  0.31
Cl 3.04081 0.96440 0.17544  -0.06
S 0.52117 -2.56981 0.38535  -0.32
N 0.38988 1.41150 -0.51804  -0.37
Cl -2.55171 0.67204 -0.72465  -0.07
C 1.47036 1.10288 -0.26812  0.46
Cl -1.05222 -0.00969 1.73955  -0.03

Atoms 1-3, force components in eV/Å:
-0.32 0.22 1.64
-0.57 -2.22 -0.23
-0.24 -0.26 -0.14

Entry 3:
Below is 3 unconnected molecules or ions with the total composition C9H21FO9PS2, with properties calculated with ωB97M-V/def2-TZVPD.

Its orbital gap is 9.3 eV. Its total charge is +1. The total energy comes out at -61773.2037 eV.

Last column: Mulliken charge in e.
Atoms and positions in Å:
H -0.35703 4.92598 1.13652  0.05
O 0.70215 -4.50283 -2.37357  -0.56
H -0.65208 -4.25058 -4.65552  0.29
H 0.13747 -6.95014 0.37230  0.23
H -0.97734 0.69574 2.96131  0.36
S 1.10367 -0.17446 0.95236  0.17
C -0.12680 -5.19158 -4.80531  -0.63
H -5.13511 3.05447 1.43476  0.30
P 0.81717 -0.53071 3.11718  0.95
O -4.05494 4.40116 0.27323  -0.31
F 2.67553 3.64360 0.30344  -0.29
H -0.55551 -5.72713 -5.64545  0.22
H 2.59637 1.56784 1.55038  0.46
O 1.18873 -1.89706 3.40142  -0.53
C -1.06115 5.69575 1.45023  -0.40
H -1.20943 5.64402 2.52699  0.30
O -0.06026 -6.47496 -1.57578  -0.31
C 2.71216 1.46145 -0.59711  -0.62
O -2.30172 5.55522 0.75681  -0.31
O -2.50388 3.48561 1.63440  -0.57
C 2.63662 0.79935 0.77714  -0.76
H 2.33720 0.82502 -1.40077  0.36
H 0.93019 -5.00433 -4.98151  0.30
C 0.16180 -5.57575 -2.52654  0.82
C 0.39298 -6.11417 -0.27012  -0.53
H 1.47091 -5.96078 -0.26704  0.28
H -0.11568 -5.21551 0.07743  0.22
H 3.77366 1.61283 -0.80404  0.36
H 0.98800 2.74685 -0.32591  0.17
C 2.04080 2.82241 -0.61444  -0.24
H 2.51395 0.78489 3.54918  0.38
H 0.71049 -1.93823 -0.83253  0.24
C -4.84760 3.21407 0.39789  -0.61
C -2.91894 4.39500 0.95249  0.84
H -4.30092 2.34936 0.02656  0.26
H -0.67259 6.67367 1.18519  0.23
O 1.59830 0.63442 3.82697  -0.42
H 2.11161 3.26746 -1.60524  0.33
H 3.46855 0.11921 0.95109  0.49
O -0.30178 -6.04996 -3.67098  -0.32
O -0.69171 -0.17022 3.29895  -0.39
H -5.72909 3.38546 -0.21050  0.22
S 1.50524 -2.03244 0.24812  -0.04

Atoms 1-3, force components in eV/Å:
-0.01 -0.03 0.03
-0.01 0.19 0.18
0.02 0.01 0.03

Entry 4:
Below is a molecular structure, C29H38N4O2P2Pd in a non-equilibrium geometry, with properties calculated with ωB97M-V/def2-TZVPD.

Its orbital gap (alpha / beta) is 6.2 / 7.3 eV. The total energy comes out at -62792.9649 eV. Its expectation value of S² is 2.009. The spin multiplicity is 3.

Last column: Mulliken charge in e.
Atoms and positions in Å:
H 2.73708 -0.85972 0.35226  0.33
H -5.69537 -2.53407 0.40679  0.46
C -3.66442 -3.37235 -0.00035  -0.85
C 0.76043 3.45830 -5.17811  -0.74
C -0.93622 -1.92840 -3.29621  -1.91
H -0.29853 2.65252 -2.19671  0.45
H 0.34850 -0.08046 -7.75167  0.36
H -2.67786 2.24421 -3.25424  0.46
H 0.87791 -3.13002 -3.17956  0.48
H -5.12344 3.07502 -4.13723  0.46
P -2.09050 -0.65407 -2.31508  0.66
C 0.35254 1.85900 -2.61968  -0.69
N 2.54650 -2.25350 -1.28948  0.56
H -1.66160 -3.30236 -0.97357  0.43
C 4.17065 -1.34167 -3.93949  -0.45
C 1.53824 2.30915 -5.48314  0.23
H 6.24274 -0.87569 -4.56427  0.47
C 5.12599 0.65566 -3.37592  -0.63
C -4.75494 -2.46765 -0.10064  -0.84
C -4.79345 2.06140 -3.97523  -0.72
H 0.90450 -0.55626 -6.19614  -0.04
H 3.02034 -3.89435 -2.60775  0.48
H 5.84344 1.45550 -3.23360  0.46
C -4.76470 -0.18919 -3.79949  -0.67
H 1.30838 2.15572 -7.61933  0.36
H -1.31119 -1.83118 -4.33151  0.60
C 4.23717 -3.65647 -0.72466  -0.84
C 0.63918 -2.06763 -3.37528  -0.64
H -6.61677 0.83550 -4.41716  0.49
Pd -0.35107 1.94709 -4.51864  0.44
C 3.83586 0.62931 -2.87127  -0.93
C -0.79571 0.67450 -6.04211  -0.27
H 2.53243 1.07762 -6.89510  0.48
H -0.27725 -1.46998 -0.80190  -0.36
C -2.65714 -2.91822 -0.81657  -0.25
H -3.62370 -4.26315 0.59451  0.47
C 4.13892 -2.63500 0.28360  -0.50
C -5.58490 0.89257 -4.12340  -0.82
H 4.76013 -2.52742 1.16489  0.44
C 5.33423 -0.58347 -4.06625  -0.84
H 0.42306 -0.29342 0.38110  0.28
C -2.23694 0.42086 -0.79034  0.26
H -4.99294 -1.24555 -3.80276  0.48
C -0.43465 -0.96592 0.18986  -0.01
H 1.01631 3.91485 -4.21218  0.60
H -0.97823 4.66011 -5.35957  0.28
H 3.31302 1.34841 -2.25226  0.47
H 0.97411 -1.89680 -4.41517  0.44
H -1.34837 -0.15969 -5.55143  0.38
H -2.11916 3.71625 -7.02669  0.37
H 4.95232 -4.46803 -0.74519  0.42
N -3.12537 -1.78484 -1.49175  0.53
H -0.47828 -1.74697 0.96736  0.39
C -1.52666 1.87716 -6.22451  0.07
C 0.48604 0.31310 -6.72732  -0.58
H 0.28525 0.92767 -2.03340  -0.04
C -1.15125 3.18196 -6.89873  -1.11
C 3.28674 -3.37602 -1.69587  -0.20
O -1.66143 -0.16247 0.31222  -0.39
H 0.27454 4.94700 -6.59852  0.35
H 1.40077 2.18227 -2.75895  0.19
H 3.94525 -2.34322 -4.29842  0.39
H 2.47431 2.24507 -4.90364  0.37
H -0.74209 3.03950 -7.90686  0.37
O -2.98831 1.38621 -0.71982  -0.53
H -4.90632 -0.56530 -1.25890  0.52
H -2.62788 1.76118 -6.06435  0.48
P 1.72412 -1.11722 -2.27415  -0.60
C -3.53511 1.64350 -3.53024  -0.84
C 3.13089 -1.77165 -0.09000  -0.62
N -3.50903 0.26607 -3.39882  1.06
H -1.31538 -2.87915 -2.89718  0.80
C -4.38386 -1.45775 -0.96964  -0.48
N 3.22798 -0.59517 -3.22618  1.02
C 1.52180 1.50672 -6.75134  -0.99
C -0.25909 4.16301 -6.03908  -0.72

Atoms 1-3, force components in eV/Å:
0.24 -0.31 -0.07
-0.19 0.03 0.14
0.55 0.26 -0.39